{"formula": "C20H28N4O3", "method": "ωB97M-V/def2-TZVPD", "symbols": ["C", "C", "O", "C", "O", "C", "N", "N", "C", "C", "C", "N", "C", "C", "N", "C", "C", "C", "C", "C", "C", "C", "C", "C", "C", "O", "C", "H", "H", "H", "H", "H", "H", "H", "H", "H", "H", "H", "H", "H", "H", "H", "H", "H", "H", "H", "H", "H", "H", "H", "H", "H", "H", "H", "H"], "positions_angstrom": [[-3.995089, -2.478445, -1.741135], [-4.826704, -1.811074, -0.654992], [-4.161023, -0.670570, -0.109874], [-4.274879, 0.474053, -0.792213], [-4.915979, 0.599580, -1.811991], [-3.563131, 1.590244, -0.173568], [-3.681167, 2.824584, -0.732674], [-3.014237, 3.745371, -0.070647], [-2.439259, 3.119870, 0.942577], [-2.746077, 1.749131, 0.945137], [-2.207596, 0.708652, 1.875916], [-0.896339, 0.197644, 1.501774], [0.163208, 1.186929, 1.550340], [1.510425, 0.471037, 1.392650], [1.597357, -0.329794, 0.187660], [1.922332, 0.445285, -0.998877], [3.337349, 0.950578, -0.901215], [3.630096, 2.305972, -0.939751], [4.939361, 2.745422, -0.835347], [5.967219, 1.831711, -0.685348], [5.682057, 0.476221, -0.642989], [4.375536, 0.038632, -0.751518], [0.457404, -1.218368, 0.043166], [0.565195, -2.391459, 1.028456], [1.885051, -3.143728, 0.858430], [1.998195, -3.779966, -0.393790], [-0.882148, -0.484562, 0.223380], [-3.017468, -2.757133, -1.354351], [-4.506093, -3.370236, -2.092189], [-3.862046, -1.797144, -2.577845], [-5.793429, -1.495918, -1.060972], [-4.979059, -2.480011, 0.194543], [-4.220162, 3.045463, -1.557184], [-1.836854, 3.664535, 1.642067], [-2.114753, 1.134015, 2.879680], [-2.892118, -0.141443, 1.912065], [0.051636, 1.951133, 0.760727], [0.131117, 1.690916, 2.518979], [1.658439, -0.189266, 2.250653], [2.321899, 1.201293, 1.381718], [1.848510, -0.225321, -1.860547], [1.235940, 1.291520, -1.169115], [2.830149, 3.024913, -1.054283], [5.155340, 3.803590, -0.868298], [6.988251, 2.174401, -0.601900], [6.482616, -0.239943, -0.527586], [4.143472, -1.015100, -0.720434], [0.495499, -1.634457, -0.970174], [-0.269742, -3.074569, 0.848482], [0.480771, -2.024918, 2.049555], [1.998681, -3.878980, 1.669097], [2.713376, -2.435042, 0.902202], [1.258839, -4.389885, -0.496512], [-1.026175, 0.216893, -0.619957], [-1.703800, -1.202283, 0.208016]], "atomic_forces_ev_per_a": [[-0.1, 0.3, 0.3], [-0.3, -0.4, -0.4], [0.2, 0.3, 0.2], [-0.3, -0.1, -0.3], [0.1, 0.0, 0.1], [0.4, 0.4, 0.5], [-0.1, -0.5, 0.0], [0.0, 0.7, -0.2], [-0.2, -0.3, -0.1], [-0.3, -0.2, -0.4], [0.0, -0.2, 0.1], [0.0, 0.0, 0.1], [0.3, -0.1, 0.0], [-0.1, 0.2, 0.2], [0.0, 0.0, -0.2], [0.0, 0.0, 0.0], [0.0, 0.1, -0.1], [-0.1, -0.1, 0.0], [0.1, 0.1, 0.0], [0.1, 0.1, 0.0], [0.0, -0.1, 0.0], [0.0, 0.1, 0.0], [-0.4, -0.2, 0.0], [0.5, 0.1, -0.4], [-0.3, 0.1, 0.6], [-0.1, -0.2, -0.5], [0.2, -0.2, -0.2], [0.1, -0.1, 0.0], [0.0, -0.1, -0.1], [0.0, 0.0, -0.1], [0.1, -0.1, 0.2], [0.0, 0.1, -0.1], [0.1, 0.0, 0.1], [0.1, 0.1, 0.1], [-0.1, -0.1, 0.0], [0.0, 0.1, 0.1], [0.0, 0.0, 0.1], [0.0, 0.1, 0.0], [0.0, 0.1, 0.1], [0.0, -0.1, 0.1], [-0.1, 0.1, 0.0], [0.1, -0.1, -0.1], [-0.1, 0.0, 0.0], [0.0, 0.1, 0.0], [0.1, 0.0, 0.0], [0.1, -0.1, 0.0], [0.0, -0.1, 0.0], [0.0, 0.1, 0.1], [-0.1, 0.0, 0.1], [-0.1, 0.0, 0.1], [0.0, 0.1, -0.1], [-0.1, -0.1, 0.1], [0.1, 0.0, 0.0], [-0.1, 0.0, 0.0], [0.0, 0.0, -0.1]], "e_tot_ev": -33297.1327, "smiles": "CCOC(=O)c1[nH]ncc1CN1CCN(Cc2ccccc2)[C@@H](CCO)C1"}

=====

{"formula": "H6O3", "method": "ωB97M-V/def2-TZVPD", "symbols": ["O", "H", "H", "O", "H", "H", "O", "H", "H"], "positions_angstrom": [[-0.974718, 1.249477, 0.749285], [-1.306695, 2.139341, 0.587576], [-0.580564, 1.082351, -0.096915], [-0.194862, -1.474328, 0.585316], [-0.964815, -0.954020, 0.875004], [0.388235, -1.431011, 1.352163], [0.949667, 0.007274, -1.558632], [1.894863, 0.164278, -1.582173], [0.788888, -0.783362, -0.911624]], "atomic_forces_ev_per_a": [[-0.5, 0.6, 0.3], [-0.3, 0.1, 0.5], [0.8, -0.7, -0.9], [-0.2, -0.1, 0.4], [0.3, 0.0, -0.3], [0.0, -0.1, -0.1], [-0.7, -1.8, 1.4], [0.1, -0.1, 0.1], [0.3, 2.0, -1.5]], "e_tot_ev": -6239.9729, "smiles": "O.O.O"}

=====

{"formula": "C3H3N3O", "method": "ωB97M-V/def2-TZVPD", "symbols": ["O", "C", "N", "C", "N", "C", "N", "H", "H", "H"], "positions_angstrom": [[-1.660616, 0.717560, 1.982330], [-0.611744, 0.959987, 1.452788], [0.084085, 0.014763, 0.674754], [-0.488580, -0.691409, -0.315279], [0.331230, -1.625696, -0.965334], [1.137658, -0.633332, -1.231538], [0.818275, 0.551916, -0.579120], [-0.034897, 1.893047, 1.568704], [-1.506360, -0.491613, -0.661336], [1.952842, -0.656774, -1.960171]], "atomic_forces_ev_per_a": [[0.2, 0.0, -0.2], [0.1, 0.1, -0.1], [-0.1, -0.4, 0.2], [-0.3, 0.2, 0.1], [0.2, 0.2, 0.1], [0.1, -0.1, -0.2], [0.0, 0.1, -0.1], [-0.1, -0.1, 0.0], [0.1, 0.0, 0.1], [-0.2, 0.1, 0.2]], "e_tot_ev": -9672.4571}

=====

{"formula": "C2H6N2O2S", "method": "ωB97M-V/def2-TZVPD", "symbols": ["C", "C", "N", "N", "O", "O", "S", "H", "H", "H", "H", "H", "H"], "positions_angstrom": [[-2.078042, 0.866231, 0.000480], [1.333354, 0.858338, -0.197750], [0.998791, -1.513936, 0.420390], [0.541523, -0.265465, 0.238432], [-2.047203, 2.042774, 0.034343], [-1.552337, -1.670056, -0.343653], [-0.945078, -0.368614, -0.854967], [-2.612214, 0.309463, 0.841366], [0.575142, 1.682064, -0.169241], [2.061281, 1.311461, 0.477178], [1.964332, 0.705167, -1.092730], [0.203395, -1.989550, 0.901207], [1.557059, -1.967882, -0.255057]], "atomic_forces_ev_per_a": [[0.6, -1.0, 3.0], [0.1, 1.0, 0.1], [-0.9, -0.1, 2.7], [-1.3, 1.7, 0.0], [0.2, 0.9, -1.2], [0.6, 1.8, -0.7], [-0.6, -1.9, -0.1], [0.0, -0.2, -1.2], [0.7, -0.4, -1.2], [0.0, -0.9, 1.0], [-0.9, 0.2, -0.3], [1.6, -0.3, -0.9], [0.1, -0.6, -1.3]], "e_tot_ev": -20077.8717}

=====

- Which formula does entry 2 have?
  H6O3